Record 1
A molecular structure, C7H12. Source: OMol25; level of theory: ωB97M-V/def2-TZVPD.

XYZ file:
```
19
Properties=species:S:1:pos:R:3:forces:R:3:nbo_charge:R:1
C -2.921493 0.810693 0.315724 -0.01 0.01 0.02 -0.602
C -1.978216 0.057892 -0.623817 0.03 -0.03 -0.03 -0.394
C -0.533533 0.028996 -0.118755 0.05 -0.03 0.02 -0.384
C 0.409557 -0.742642 -1.060169 -0.24 -0.06 -0.26 -0.461
C 1.809304 -0.787339 -0.632053 -0.20 0.27 0.36 -0.035
C 2.687244 -0.495046 0.165795 0.54 -1.34 -2.13 -0.183
C 3.739226 -0.087815 1.023595 -2.34 0.66 1.38 -0.598
H -2.934989 0.350542 1.312263 0.01 0.08 -0.18 0.201
H -2.607374 1.855511 0.434612 -0.05 -0.18 -0.01 0.202
H -3.949689 0.811834 -0.065005 0.19 0.00 0.07 0.210
H -2.336313 -0.973880 -0.754308 0.07 0.17 0.02 0.194
H -2.003429 0.521637 -1.621011 0.01 -0.09 0.17 0.195
H -0.503773 -0.433623 0.879094 0.01 0.08 -0.16 0.194
H -0.161504 1.057680 -0.001603 -0.05 -0.19 -0.02 0.196
H 0.041056 -1.766905 -1.195395 -0.01 0.11 -0.03 0.223
H 0.383748 -0.281708 -2.055546 -0.11 -0.09 0.04 0.224
H 2.420508 -0.005350 1.414571 2.72 1.29 0.89 0.343
H 4.332185 0.811664 0.763656 -0.74 -0.52 0.39 0.239
H 4.107476 -0.732142 1.818350 0.13 -0.16 -0.51 0.235
```
Positions in Å, forces in eV/Å.

Charge: 0
Energy above the lowest of the compared OMol25 structures with the same formula, charge and spin: 394.8 kJ/mol
Gap between HOMO and LUMO: 0.322 hartree
HOMO level: -7.89 eV

Record 2
C7H12 in the gas phase. Source: OMol25; level of theory: ωB97M-V/def2-TZVPD.

XYZ file:
```
19
Properties=species:S:1:pos:R:3:forces:R:3:nbo_charge:R:1
C -1.415275 1.228460 1.669884 -0.98 0.68 -0.41 -0.417
C -1.272163 1.161211 0.342698 -0.10 -0.17 -0.16 -0.187
C -0.458364 0.163171 -0.333188 0.39 -0.99 -0.20 -0.031
C 0.291823 0.543149 -1.384758 0.22 0.32 0.93 -0.160
C 1.569232 -0.091044 -1.897634 -0.74 -0.13 0.27 -0.656
C -0.284233 -1.188204 0.316966 0.39 -1.11 -1.05 -0.453
C 1.020248 -1.359026 1.117353 -1.02 0.78 1.15 -0.613
H -1.333713 0.402468 2.361460 0.77 -0.08 -0.11 0.199
H -1.781273 2.157267 2.096181 -0.36 -0.20 0.02 0.200
H -1.688754 1.870903 -0.372247 0.36 0.67 0.62 0.207
H 0.171677 1.573721 -1.705618 -0.25 -0.01 -0.12 0.189
H 2.263515 -0.274565 -1.078965 0.06 0.21 0.06 0.216
H 2.010651 0.643478 -2.566068 0.24 -0.47 -0.32 0.220
H 1.416964 -1.076768 -2.347362 0.00 0.23 -0.36 0.220
H -1.128424 -1.566088 0.887751 -0.25 0.84 0.51 0.217
H -0.342125 -1.943170 -0.489384 0.55 0.26 0.00 0.215
H 1.203267 -0.451742 1.708817 0.22 0.20 -0.55 0.210
H 1.894251 -1.600379 0.528348 0.05 -0.25 0.09 0.209
H 0.812247 -2.034277 1.946704 0.43 -0.76 -0.37 0.214
```
Positions in Å, forces in eV/Å.

SMILES: C=C/C(=C/C)CC
Charge: 0
Energy above the lowest of the compared OMol25 structures with the same formula, charge and spin: 156.9 kJ/mol
Gap between HOMO and LUMO: 0.345 hartree
HOMO level: -8.33 eV

Record 3
C7H12 in the gas phase. Source: OMol25; level of theory: ωB97M-V/def2-TZVPD.

XYZ file:
```
19
Properties=species:S:1:pos:R:3:forces:R:3:nbo_charge:R:1
C -3.771904 1.080479 0.368570 -0.09 -0.01 0.01 -0.679
C -2.322052 1.277676 0.353810 0.51 0.06 0.00 -0.009
C -1.120837 1.383291 0.335370 -0.52 -0.08 0.01 -0.022
C 0.338755 1.247091 0.256544 0.03 0.01 0.00 -0.465
C 0.656715 -0.214839 -0.088095 -0.02 -0.08 -0.01 -0.372
C 2.132741 -0.558496 -0.253396 0.02 0.06 -0.01 -0.399
C 2.300816 -2.052848 -0.549969 0.03 -0.07 -0.02 -0.604
H -4.001935 0.014595 0.261215 0.01 0.17 0.02 0.232
H -4.257771 1.612480 -0.455286 0.09 -0.04 0.12 0.232
H -4.214355 1.425468 1.308176 0.08 -0.02 -0.13 0.232
H 0.805523 1.531850 1.208527 -0.09 -0.06 -0.13 0.223
H 0.749346 1.920223 -0.507736 -0.09 -0.11 0.10 0.223
H 0.212831 -0.853188 0.686726 0.07 0.07 -0.09 0.201
H 0.131557 -0.460737 -1.020226 0.06 0.01 0.13 0.200
H 2.690653 -0.288488 0.653497 -0.07 -0.02 -0.14 0.196
H 2.558734 0.041539 -1.068287 -0.08 -0.09 0.09 0.195
H 2.296880 -2.645377 0.371260 -0.03 0.09 -0.12 0.205
H 1.471426 -2.414851 -1.169779 0.16 0.06 0.03 0.202
H 3.229980 -2.269569 -1.084902 -0.07 0.04 0.13 0.210
```
Positions in Å, forces in eV/Å.

SMILES: CC#CCCCC
Charge: 0
Energy above the lowest of the compared OMol25 structures with the same formula, charge and spin: 131.0 kJ/mol
Gap between HOMO and LUMO: 0.382 hartree
HOMO level: -9.32 eV

Record 4
C7H12 in the gas phase. Source: OMol25; level of theory: ωB97M-V/def2-TZVPD.

XYZ file:
```
19
Properties=species:S:1:pos:R:3:forces:R:3:nbo_charge:R:1
C -2.100376 0.143730 0.828412 0.17 0.60 -0.49 -0.390
C -0.936842 -0.227001 0.265200 -0.69 -1.48 1.78 -0.025
C 0.282314 -0.090436 1.082313 -0.35 -0.25 0.42 -0.210
C 1.536054 -0.261095 0.636527 -0.40 -0.67 -0.12 -0.175
C 2.701288 0.632634 0.919508 -0.12 0.21 0.15 -0.655
C -0.884134 -0.788389 -1.104781 1.59 0.89 -2.06 -0.445
C -0.881192 0.362245 -2.157924 -2.64 -0.30 0.04 -0.587
H -2.986267 0.274222 0.210684 -0.04 -0.36 0.19 0.193
H -2.159457 0.522385 1.847689 0.10 -0.08 -0.22 0.196
H 0.093395 0.168248 2.135734 0.15 1.18 -0.63 0.199
H 1.689217 -1.129113 -0.016640 0.01 0.97 -0.79 0.195
H 3.094777 0.610496 1.936717 0.08 -0.08 0.04 0.221
H 2.398664 1.680123 0.695269 0.26 -0.67 0.20 0.222
H 3.468150 0.351734 0.205128 0.41 0.16 0.18 0.219
H 0.099492 -1.200603 -1.334067 0.00 -0.64 0.63 0.209
H -1.616276 -1.548777 -1.389190 -0.14 0.29 0.49 0.223
H -0.884762 -0.030838 -3.185197 0.44 0.09 0.30 0.206
H -1.888164 0.847887 -2.062236 0.91 0.09 -0.14 0.196
H -0.109064 1.097662 -1.991876 0.26 0.07 0.03 0.210
```
Positions in Å, forces in eV/Å.

SMILES: C=C(/C=C/C)CC
Charge: 0
Energy above the lowest of the compared OMol25 structures with the same formula, charge and spin: 203.9 kJ/mol
Gap between HOMO and LUMO: 0.320 hartree
HOMO level: -7.93 eV

Record 5
2 unconnected molecules or ions with the total composition C7H12BClN2OP. Source: OMol25; level of theory: ωB97M-V/def2-TZVPD.

XYZ file:
```
25
Properties=species:S:1:pos:R:3:forces:R:3:nbo_charge:R:1
C 5.071772 -0.986927 1.334498 -0.12 0.64 -0.25 -0.996
B 3.723338 -0.400920 0.684861 -1.10 0.27 -0.48 0.850
O 3.619143 1.038989 0.668852 -0.50 -1.36 -0.01 -0.911
C 2.555276 -1.224964 0.041254 0.24 -0.42 1.98 -0.906
Cl 3.216262 -2.980141 -0.116406 -0.33 -0.02 0.06 -0.230
P 1.066385 -1.304884 1.098054 0.18 1.43 -2.33 1.308
N -0.038857 -0.198121 0.678069 0.67 -0.66 0.82 -1.364
H 5.393799 -0.294688 2.127075 0.03 -0.07 -0.16 0.206
H 5.859169 -0.994989 0.565257 0.01 -0.24 0.23 0.221
H 4.964523 -1.977908 1.774278 0.03 -0.05 -0.26 0.234
H 4.476211 1.313039 0.369966 0.73 0.66 0.16 0.464
H 1.368517 -1.221714 2.493705 -0.17 -0.34 -0.12 -0.116
H 0.552016 -2.615342 0.893875 0.46 0.03 0.34 -0.092
H -0.250900 0.362311 1.497634 -0.16 0.12 -0.01 0.343
N -5.135891 0.219616 -1.527556 0.20 0.12 0.05 -0.438
C -5.097930 1.549645 -1.636882 -0.13 -0.21 -0.01 0.010
C -3.955341 2.307781 -1.438208 0.04 -0.06 0.03 -0.273
C -2.779582 1.652333 -1.102913 0.02 0.11 -0.01 -0.166
C -2.791808 0.273636 -0.981820 0.06 -0.21 -0.08 -0.251
C -3.988896 -0.389501 -1.204730 -0.31 0.13 -0.09 0.023
H -6.040487 2.019883 -1.897904 0.01 0.08 -0.01 0.177
H -3.985237 3.384686 -1.543120 -0.03 0.00 -0.01 0.206
H -1.863986 2.206237 -0.937230 0.04 -0.07 0.02 0.227
H -1.890126 -0.268958 -0.716812 0.05 0.12 0.12 0.288
H -4.047370 -1.469100 -1.123795 0.07 -0.02 0.02 0.185
```
Positions in Å, forces in eV/Å.

Charge: -1
Gap between HOMO and LUMO: 0.251 hartree
HOMO level: -3.62 eV

Record 6
2 unconnected molecules or ions with the total composition C7H12BrClN3. Source: OMol25; level of theory: ωB97M-V/def2-TZVPD.

XYZ file:
```
24
Properties=species:S:1:pos:R:3:forces:R:3:nbo_charge:R:1
C 0.895148 0.704225 1.427131 1.06 1.27 0.87 -0.132
C 0.609862 -0.513787 1.000118 -2.41 2.97 -0.07 -0.243
C -1.060247 1.503007 0.259261 -0.22 1.04 -0.39 0.170
C -0.256218 1.712668 1.551752 -0.55 -2.21 -0.82 -0.365
C -0.794145 -0.794104 0.388225 3.21 1.88 0.13 0.019
C 0.231681 3.130947 1.743921 -0.18 -0.77 0.91 -0.373
C -0.369427 -2.929297 -0.716488 -0.67 -1.39 -0.36 0.398
N -1.271668 0.396611 -0.282613 -0.84 -1.60 0.55 -0.442
N -0.168566 -3.695444 -1.802957 0.31 0.01 0.77 -0.736
N -0.517902 -1.637479 -0.775854 -1.03 -2.03 0.63 -0.491
Cl 1.106483 3.249362 3.308825 -0.29 0.26 -0.62 -0.028
Br 1.155522 2.509085 -2.357208 0.18 -0.09 -0.33 -0.226
H 1.958120 1.112553 1.700778 -2.18 -1.20 -0.41 0.261
H 1.350750 -1.163833 0.875991 2.80 -2.99 -0.55 0.205
H -1.549883 2.216811 -0.404555 0.52 1.22 0.82 0.228
H -1.000323 1.204026 2.321039 1.51 1.86 -0.72 0.266
H -1.367449 -1.105142 1.256401 -1.04 -0.80 -0.72 0.246
H -0.615913 3.729652 1.713158 -1.74 1.37 0.95 0.224
H 0.764344 3.610749 0.940147 1.08 -0.73 -0.38 0.238
H -0.582600 -3.501552 0.252244 0.89 1.13 -1.30 0.248
H -0.094990 -3.373201 -2.745543 -0.09 0.95 -0.30 0.419
H 0.263908 -4.602385 -1.754812 -0.35 -0.32 0.73 0.432
H 1.882698 2.490897 -3.593777 -0.17 0.05 0.33 0.228
H -0.612669 -1.159400 -1.673006 0.21 0.12 0.29 0.455
```
Positions in Å, forces in eV/Å.

Charge: +1
Energy above the lowest of the compared OMol25 structures with the same formula, charge and spin: 0.0 kJ/mol
Gap between HOMO and LUMO: 0.353 hartree
HOMO level: -13.32 eV

Record 7
C7H12BrNO2 in the gas phase. Source: OMol25; level of theory: ωB97M-V/def2-TZVPD.

XYZ file:
```
23
Properties=species:S:1:pos:R:3:forces:R:3:nbo_charge:R:1
C 2.042852 -1.404154 -0.958270 -1.25 -0.07 1.21 -0.646
C 1.568758 -0.501686 0.126674 0.16 2.01 -0.32 0.009
C 2.171743 0.641343 0.452035 0.59 -1.15 -0.93 -0.285
Br 3.688645 1.415802 -0.388317 -0.01 -0.21 -0.19 0.019
C 0.341680 -0.947063 0.877243 0.16 -0.42 0.07 -0.442
C -0.924223 -0.126210 0.955724 -0.19 1.17 0.62 -0.371
C -1.470533 0.360087 -0.389473 3.23 1.32 -0.24 -0.470
C -1.200061 1.840855 -0.447185 0.95 1.23 0.55 -0.043
N -2.113393 2.750023 -0.161308 0.30 -2.89 -0.68 0.358
O -2.006827 3.942903 -0.081007 -0.22 1.85 0.27 -0.457
O -3.473474 2.184037 0.061674 2.02 -1.05 0.01 -0.607
H 2.874904 -1.023872 -1.476648 1.43 0.09 -0.22 0.234
H 1.276337 -1.506142 -1.704666 -0.61 -0.50 -0.27 0.217
H 2.165648 -2.324782 -0.370010 0.46 -0.29 -0.97 0.227
H 2.014307 1.156430 1.337186 -0.84 0.99 1.40 0.207
H 0.597654 -1.116541 1.909919 0.35 -0.62 0.42 0.228
H 0.078503 -1.874182 0.380538 -0.21 -0.53 0.35 0.206
H -1.698098 -0.785217 1.400233 0.50 0.56 0.20 0.219
H -0.778562 0.827635 1.568694 -0.21 -1.60 -0.21 0.207
H -0.786472 -0.069239 -1.191738 -1.76 0.02 0.48 0.220
H -2.503088 0.245635 -0.336874 -1.64 -0.80 -1.10 0.254
H -0.081102 2.216247 -0.436188 -2.70 -0.52 -0.22 0.235
H -4.052197 2.918231 -0.055187 -0.50 1.41 -0.21 0.481
```
Positions in Å, forces in eV/Å.

SMILES: C/C(=C\Br)CCC/C=[N+](/[O-])O
Charge: 0
Energy above the lowest of the compared OMol25 structures with the same formula, charge and spin: 355.5 kJ/mol
Gap between HOMO and LUMO: 0.349 hartree
HOMO level: -8.73 eV

Record 8
A molecular structure, C7H12BrO3P. Source: OMol25; level of theory: ωB97M-V/def2-TZVPD.

XYZ file:
```
24
Properties=species:S:1:pos:R:3:forces:R:3:nbo_charge:R:1
C 0.417406 0.050803 0.993003 -2.13 -0.82 -1.13 0.076
C -2.448435 -0.154521 -0.899116 0.15 1.25 0.89 -0.365
C 1.119104 -0.876786 0.028221 0.86 0.05 0.48 0.163
C -2.102396 0.642370 -2.101810 -0.08 -0.49 -0.34 -0.708
C 1.842856 -1.999490 0.769030 -0.29 0.09 -0.26 -0.619
C 2.035348 -0.194634 -0.979011 -0.35 -0.02 0.17 -0.623
C -0.112079 2.091633 1.901274 -0.15 0.18 0.24 -0.249
O -1.853120 -1.549482 1.347182 -0.77 -0.14 0.39 -1.058
O -0.061113 -1.384893 -0.603157 -1.05 -0.08 -0.34 -0.784
O 0.800340 1.276884 1.180013 0.75 1.32 0.28 -0.482
P -1.250885 -0.686329 0.334735 2.55 -1.07 0.05 1.921
Br -4.091054 0.287096 -0.090447 0.03 -0.23 -0.25 0.125
H -1.112164 0.360762 -2.455299 0.06 0.04 -0.04 0.241
H -2.145250 1.722167 -1.933031 0.03 -0.03 0.15 0.233
H -2.829274 0.414983 -2.883904 0.03 0.09 -0.13 0.240
H 2.136344 -2.757123 0.048992 0.13 -0.17 -0.05 0.216
H 1.173413 -2.444870 1.500746 -0.01 -0.05 0.06 0.233
H 2.725931 -1.609965 1.269142 0.08 0.02 0.06 0.211
H 2.412018 -0.927515 -1.688626 0.02 -0.07 -0.04 0.223
H 2.873051 0.261217 -0.457777 0.09 0.06 0.00 0.220
H 1.494802 0.575967 -1.523268 -0.01 0.11 -0.05 0.211
H -1.097283 2.059160 1.423970 0.05 0.05 -0.04 0.177
H 0.288122 3.103163 1.889534 -0.06 -0.07 -0.02 0.202
H -0.215677 1.739398 2.929612 0.06 -0.02 -0.06 0.196
```
Positions in Å, forces in eV/Å.

Spin multiplicity: 3
Charge: 0
Gap between HOMO and LUMO (spin up / spin down): 0.300 / 0.295 hartree
HOMO level (spin up / spin down): -7.57 / -9.69 eV

| no. | maximum force (eV/Å) |
| --- | --- |
| 1 | 3.143 |
| 2 | 1.718 |
| 3 | 0.527 |
| 4 | 2.746 |
| 5 | 2.739 |
| 6 | 4.136 |
| 7 | 3.496 |
| 8 | 2.771 |